No. 1
{"formula": "C34H23Cl3F3GeN3NbS4", "method": "wB97M-V/def2-TZVPD", "multiplicity": 2, "fmax_ev_per_a": 3.98, "orbital_gap_ha": [0.143, 0.142], "charge": 2, "e_tot_ev": -187210.3071, "species": ["Nb", "S", "C", "C", "C", "C", "C", "C", "S", "C", "C", "C", "C", "C", "C", "C", "S", "C", "C", "C", "C", "C", "C", "S", "N", "H", "H", "H", "H", "H", "H", "H", "H", "H", "H", "H", "H", "H", "H", "H", "Cl", "Ge", "Cl", "Cl", "F", "C", "F", "F", "C", "C", "C", "N", "C", "C", "H", "H", "H", "H", "N", "C", "C", "C", "C", "C", "C", "C", "C", "C", "H", "H", "H", "H"], "xyz": [[0.5516, 0.3857, 0.5354], [-0.5266, -1.2456, 1.8313], [-1.1339, -0.1565, 3.0264], [-1.0144, -0.6022, 4.3297], [-1.7788, -0.0385, 5.3546], [-2.5554, 1.0891, 5.1349], [-2.4631, 1.7227, 3.8725], [-1.7560, 1.1170, 2.7811], [-1.3391, 2.0531, 1.3400], [-0.3841, 3.4243, 2.2701], [0.9299, 2.8498, 2.7716], [1.6810, 3.3601, 3.8172], [2.7326, 2.5317, 4.2463], [3.0498, 1.3440, 3.6676], [2.3896, 1.0008, 2.4808], [2.6682, -0.0711, 1.5812], [0.8138, -1.1104, -1.3961], [-0.3047, -2.3363, -2.0952], [0.2569, -3.6013, -2.4036], [-0.3097, -4.4405, -3.3452], [-1.4539, -3.9840, -4.0450], [-2.1316, -2.8414, -3.5689], [-1.5884, -2.0717, -2.5420], [-2.6411, -0.7941, -1.9732], [1.3126, 1.7472, 2.1403], [-0.4142, -1.4870, 4.4755], [-1.7157, -0.4670, 6.3622], [-3.1667, 1.6301, 5.9182], [-2.9345, 2.7364, 3.7230], [-0.9580, 3.8703, 3.1513], [-0.1543, 4.2027, 1.4967], [1.3892, 4.3180, 4.2562], [3.2565, 2.8485, 5.1527], [3.8598, 0.7845, 4.1423], [4.1725, -1.2878, 2.3761], [3.2545, 0.0743, 0.6025], [1.1354, -3.9781, -1.9135], [0.0465, -5.4486, -3.5548], [-1.8033, -4.5657, -4.9418], [-3.0709, -2.5542, -3.9899], [0.8726, 3.0690, -4.1839], [2.1099, 1.3011, -3.4389], [1.5540, 2.2102, -1.0037], [4.3588, 1.6573, -3.5354], [1.8909, -5.7863, 4.3082], [2.7957, -5.6354, 3.2652], [3.9346, -6.3783, 3.6359], [2.3223, -6.2668, 2.1666], [3.0543, -4.1605, 2.9715], [3.4786, -3.7943, 1.6543], [3.2729, -2.5090, 1.2503], [3.1468, -1.4008, 2.1962], [2.5320, -1.8285, 3.3987], [2.5673, -3.1336, 3.7986], [3.8574, -4.5374, 0.9709], [3.2198, -2.2793, 0.2175], [1.9953, -1.0918, 3.9779], [2.2347, -3.2966, 4.8095], [-4.5839, 6.0005, -8.4201], [-4.1885, 5.1667, -7.6893], [-3.7428, 4.1061, -6.8156], [-3.1317, 2.9789, -7.3799], [-2.8332, 1.9221, -6.5660], [-3.0192, 2.0748, -5.1693], [-3.5147, 3.2292, -4.6053], [-3.9061, 4.3039, -5.4073], [-2.7152, 1.0633, -4.1991], [-2.3600, 0.3225, -3.2477], [-3.0256, 3.0080, -8.4579], [-2.2330, 1.1187, -6.9714], [-3.5012, 3.3059, -3.5134], [-4.3446, 5.2524, -5.0856]], "mulliken_spin": [0.0136, -0.0068, -0.0054, 0.0042, 0.0008, -0.0010, 0.0006, -0.0009, -0.0001, 0.0000, 0.0011, 0.0008, 0.0021, -0.0015, -0.0058, 0.0305, 0.0026, -0.0044, 0.0000, 0.0004, 0.0003, 0.0000, 0.0010, 0.0004, 0.0002, -0.0009, 0.0001, 0.0000, 0.0000, 0.0000, 0.0000, 0.0000, 0.0000, 0.0021, 0.0354, -0.0081, -0.0004, 0.0000, 0.0000, -0.0001, 0.0005, 0.0011, 0.0009, 0.0005, 0.0026, 0.0161, 0.0143, 0.0088, 0.3310, -0.1229, 0.3358, 0.0202, 0.3435, -0.0578, -0.0008, 0.0177, 0.0270, 0.0003, 0.0000, 0.0003, -0.0007, -0.0002, 0.0005, 0.0025, -0.0003, -0.0001, -0.0031, 0.0014, 0.0000, 0.0000, -0.0001, 0.0000]}

=====

No. 2
{"formula": "C34H23ClF5IrNO3SSi", "method": "wB97M-V/def2-TZVPD", "de_lowest_ev": 0.559, "multiplicity": 6, "fmax_ev_per_a": 1.30, "orbital_gap_ha": [0.237, 0.134], "charge": 0, "e_tot_ev": -90920.3785, "species": ["Ir", "F", "C", "C", "C", "F", "C", "F", "C", "F", "C", "F", "C", "C", "C", "C", "C", "C", "Si", "C", "C", "C", "C", "C", "C", "C", "C", "C", "C", "C", "C", "H", "H", "H", "H", "H", "H", "H", "H", "H", "H", "H", "H", "H", "H", "H", "C", "C", "C", "C", "Cl", "C", "C", "C", "O", "C", "C", "O", "O", "H", "H", "H", "H", "H", "H", "H", "H", "S", "C", "N"], "xyz": [[0.4771, -1.6096, -0.3939], [-1.9713, -2.8667, -2.1764], [-1.2448, -3.8298, -1.7222], [-0.1097, -3.5867, -1.0021], [0.5354, -4.7301, -0.6047], [1.5880, -4.6779, 0.1198], [0.0874, -6.0804, -0.9167], [0.7530, -7.0912, -0.4950], [-1.0616, -6.2772, -1.6482], [-1.4899, -7.4857, -1.9345], [-1.7446, -5.1571, -2.0547], [-2.8284, -5.2806, -2.7285], [1.1394, 4.3845, 0.5791], [-0.0729, 4.3752, -0.1016], [-0.5903, 3.1818, -0.5880], [0.1057, 1.9822, -0.4193], [1.3183, 2.0041, 0.2771], [1.8309, 3.1975, 0.7752], [-0.5126, 0.4322, -1.2754], [-2.3930, 0.4033, -1.2337], [-3.0575, -0.1919, -0.1533], [-4.4470, -0.2232, -0.1012], [-5.1930, 0.3408, -1.1293], [-4.5490, 0.9352, -2.2071], [-3.1588, 0.9620, -2.2626], [0.0175, 0.6055, -3.0772], [-0.5376, -0.2059, -4.0750], [-0.0995, -0.1263, -5.3920], [0.9118, 0.7632, -5.7332], [1.4740, 1.5754, -4.7578], [1.0330, 1.4953, -3.4406], [1.5418, 5.3151, 0.9614], [-0.6152, 5.3015, -0.2545], [-1.5457, 3.1831, -1.1070], [1.8724, 1.0838, 0.4384], [2.7684, 3.1947, 1.3200], [-2.4818, -0.6411, 0.6542], [-4.9473, -0.6911, 0.7400], [-6.2764, 0.3159, -1.0894], [-5.1297, 1.3773, -3.0093], [-2.6660, 1.4220, -3.1128], [-1.3362, -0.8994, -3.8235], [-0.5456, -0.7606, -6.1514], [1.2597, 0.8232, -6.7590], [2.2614, 2.2735, -5.0210], [1.4803, 2.1384, -2.6894], [3.6326, 0.7385, 5.1496], [2.4148, 1.4609, 4.6420], [2.3427, 2.8426, 4.6059], [1.2078, 3.4851, 4.1314], [1.1524, 5.2266, 4.1124], [0.1390, 2.7584, 3.6624], [0.1979, 1.3683, 3.6868], [1.3142, 0.7283, 4.1977], [1.4267, -0.6290, 4.3272], [0.3946, -1.4168, 3.7977], [0.3702, -1.4900, 2.2873], [-0.6415, -1.9878, 1.7448], [1.3637, -1.0848, 1.6126], [4.4430, 1.4382, 5.3489], [3.9693, -0.0013, 4.4221], [3.4074, 0.1960, 6.0709], [3.1815, 3.4351, 4.9544], [-0.7395, 3.2610, 3.2783], [-0.6353, 0.8040, 3.2856], [-0.5856, -1.0998, 4.1480], [0.5690, -2.4287, 4.1566], [2.7739, -1.3489, -1.1587], [3.1190, -2.9105, -1.6723], [3.3323, -3.9993, -2.0152]], "mulliken_spin": [2.4651, -0.0297, -0.0273, 0.3057, 0.1783, 0.0359, 0.3145, 0.0512, 0.0249, -0.0072, 0.2695, 0.0524, 0.0014, 0.0034, 0.0022, 0.0560, -0.0322, 0.0072, 0.6015, 0.0030, -0.0133, 0.0090, 0.0090, 0.0017, 0.0270, -0.0143, 0.0458, -0.0006, 0.0177, -0.0077, 0.0305, -0.0003, 0.0000, 0.0008, -0.0155, 0.0007, -0.0284, 0.0002, 0.0003, -0.0001, 0.0015, 0.0094, -0.0002, 0.0012, -0.0002, 0.0032, -0.0003, -0.0012, 0.0005, -0.0003, 0.0000, 0.0029, -0.0031, 0.0017, 0.0051, 0.0123, -0.0004, 0.1178, 0.0924, 0.0000, 0.0001, -0.0001, 0.0001, 0.0000, -0.0008, 0.0013, 0.0003, 0.3539, -0.0401, 0.1048]}